{
  "formula": "C37H56F3N6O9S4",
  "method": "ωB97M-V with the def2-TZVPD basis set",
  "largest_force_ev_per_a": 3.36,
  "multiplicity": 1,
  "homo_ev": -5.77,
  "total_charge": -1,
  "homo_lumo_gap_ev": 7.68,
  "lumo_ev": 1.91,
  "species": ["C", "F", "F", "F", "S", "O", "O", "O", "C", "C", "C", "C", "N", "H", "H", "H", "H", "H", "H", "H", "C", "C", "C", "S", "O", "O", "C", "H", "H", "H", "H", "H", "H", "H", "H", "C", "C", "C", "S", "O", "O", "C", "H", "H", "H", "H", "H", "H", "H", "H", "C", "C", "C", "S", "O", "O", "C", "H", "H", "H", "H", "H", "H", "H", "H", "N", "C", "C", "C", "C", "H", "H", "H", "H", "H", "N", "C", "C", "C", "C", "H", "H", "H", "H", "H", "N", "C", "C", "C", "C", "H", "H", "H", "H", "H", "N", "C", "C", "C", "C", "H", "H", "H", "H", "H", "N", "C", "C", "C", "C", "H", "H", "H", "H", "H"],
  "xyz": [[1.37853, -0.53720, -0.28103], [1.32792, -1.16856, 0.90462], [2.19786, 0.48847, -0.21792], [1.78694, -1.45401, -1.18439], [-0.42424, 0.14084, -0.66463], [-0.56220, 1.21379, 0.29524], [-0.39476, 0.62687, -2.04334], [-1.29320, -1.00881, -0.45868], [-1.75254, 2.86559, -6.25823], [-1.63589, 1.93230, -5.03544], [-0.74029, 0.70461, -5.32271], [-0.98882, -0.05242, -6.53249], [-1.21497, -0.63056, -7.50244], [-2.54917, 2.51933, -6.91670], [-0.79271, 2.81327, -6.77213], [-2.07778, 3.86598, -5.97270], [-2.64487, 1.67094, -4.71646], [-1.21294, 2.46542, -4.18397], [-0.80229, 0.01554, -4.48043], [0.32612, 0.90336, -5.42929], [2.93998, -2.98079, 3.42210], [1.60456, -2.42924, 4.05837], [1.50067, -3.26636, 5.41865], [3.22491, -3.12541, 6.09892], [3.69453, -4.43645, 6.49725], [3.32508, -1.99117, 7.02258], [4.03134, -2.74735, 4.40282], [3.18337, -2.60782, 2.42724], [2.70792, -4.04037, 3.31467], [0.69846, -2.67186, 3.50320], [1.61517, -1.34929, 4.20566], [1.40080, -4.33378, 5.22182], [0.76435, -3.00300, 6.17799], [4.88968, -3.40457, 4.26349], [4.33736, -1.70122, 4.39612], [2.93401, 4.67499, -4.48989], [2.47394, 3.16977, -4.41261], [3.30675, 2.37151, -3.38255], [4.13576, 3.53720, -2.20903], [5.61462, 3.42548, -2.39241], [3.48678, 3.31932, -0.93425], [3.44542, 5.11354, -3.07205], [2.09507, 5.28750, -4.82022], [3.67257, 4.88760, -5.26282], [2.45673, 2.74512, -5.41634], [1.42317, 3.14017, -4.12432], [4.11809, 1.80736, -3.84251], [2.64084, 1.69143, -2.85137], [4.23498, 5.85520, -3.19302], [2.60749, 5.50912, -2.49803], [0.44867, -4.33196, 0.15608], [1.38849, -5.43109, 0.72449], [0.88383, -6.78748, 0.16294], [-0.29204, -6.41310, -1.23855], [-1.29253, -7.49464, -1.30004], [0.54026, -5.99635, -2.37440], [-0.86740, -4.87534, -0.36614], [1.05951, -4.06097, -0.70505], [0.28700, -3.48602, 0.82418], [1.20560, -5.45980, 1.79866], [2.43726, -5.13673, 0.68518], [0.27422, -7.22447, 0.95383], [1.68909, -7.51002, 0.03027], [-1.43413, -5.20567, 0.50438], [-1.46333, -4.23103, -1.01255], [0.07433, 3.89120, -0.27303], [0.72563, 4.71223, 0.64923], [0.83518, 5.93090, -0.00910], [0.20500, 5.87644, -1.23931], [-0.29214, 4.59421, -1.40074], [-0.13468, 2.90309, -0.28077], [1.18924, 4.44921, 1.58853], [1.21265, 6.87714, 0.34943], [0.19312, 6.68451, -1.95575], [-0.78701, 4.11639, -2.23332], [-2.08097, -1.82355, 2.21657], [-1.84809, -1.39288, 3.49161], [-2.58405, -2.19638, 4.32748], [-3.20591, -3.23563, 3.51881], [-2.92345, -2.88287, 2.20843], [-1.60466, -1.46564, 1.40102], [-1.28389, -0.47558, 3.57302], [-2.63454, -2.03752, 5.39454], [-3.83013, -4.02365, 3.91348], [-3.24247, -3.31321, 1.27065], [-3.48766, -2.00930, -1.60090], [-4.38398, -3.06541, -1.77442], [-5.25753, -2.72092, -2.76318], [-4.78234, -1.45026, -3.26721], [-3.85313, -0.99976, -2.41492], [-2.75457, -1.91765, -0.91221], [-4.32751, -3.89290, -1.08270], [-6.17744, -3.20986, -3.04794], [-5.43101, -0.89154, -3.92559], [-3.37682, -0.03049, -2.42119], [3.30725, 1.92230, 3.59539], [2.23162, 1.76963, 2.79247], [1.16781, 2.46787, 3.23428], [1.54547, 3.04236, 4.44181], [2.94650, 2.73247, 4.63919], [4.24491, 1.60302, 3.39805], [2.39437, 1.32962, 1.81969], [0.18801, 2.65190, 2.81893], [0.87769, 3.59036, 5.09001], [3.67491, 3.20379, 5.28236], [-2.84650, 1.65423, 1.44337], [-3.00687, 2.99077, 1.22559], [-4.28539, 3.32440, 1.57942], [-4.93139, 2.16705, 1.99288], [-4.00626, 1.16069, 1.90343], [-2.00507, 1.14094, 1.22283], [-2.22030, 3.63761, 0.86601], [-4.69146, 4.32495, 1.55921], [-5.98229, 2.01861, 2.19279], [-4.11370, 0.09054, 2.00162]],
  "atomic_forces_ev_per_a": [[-2.45, -0.38, -0.56], [0.28, 0.24, 0.11], [0.56, -0.12, -0.20], [0.00, 0.86, 0.31], [1.34, -0.21, -2.25], [0.57, -0.35, 0.54], [0.31, -0.57, 1.04], [0.72, 0.24, 0.65], [-0.27, -0.61, 0.50], [0.09, 0.39, -0.59], [0.02, -0.32, 0.70], [-1.07, -0.26, -0.77], [0.22, 0.18, 0.27], [0.24, -0.26, -0.23], [-0.13, 0.62, -0.28], [0.51, 0.13, 0.03], [0.11, -0.51, 0.01], [0.24, -0.09, -0.02], [-0.04, -0.06, 0.08], [0.11, 0.76, 0.40], [-2.06, -0.09, -0.08], [0.14, -1.23, 0.88], [1.39, 0.84, -0.63], [-0.05, 0.79, -0.68], [-0.13, 0.31, 0.12], [-0.03, -1.20, -1.12], [-0.04, 0.09, 1.45], [-0.17, 0.27, 0.08], [0.46, -0.26, -0.15], [0.20, 0.03, -0.34], [0.10, -0.02, 0.26], [-0.04, 0.05, -0.25], [0.20, 0.46, -0.17], [-0.06, 0.04, 0.33], [0.03, -0.02, 0.23], [0.08, -0.55, 0.83], [0.15, 0.86, 0.05], [0.14, 0.32, -0.71], [0.17, -0.09, -1.80], [-2.84, 0.48, 0.52], [0.79, 0.50, -0.09], [0.15, -0.78, -0.82], [-0.21, 0.04, 0.42], [0.40, -0.53, 0.18], [0.45, -0.23, 0.05], [0.01, 0.16, 0.34], [-0.01, 0.05, -0.01], [0.31, 0.15, 0.37], [0.08, -0.18, 0.41], [0.21, -0.28, 0.41], [1.32, 0.29, -1.21], [-1.72, -0.03, 1.24], [0.15, 0.46, 0.59], [0.99, -0.61, 0.90], [1.30, 1.80, -0.32], [-1.39, -0.63, 0.88], [0.45, -1.33, 0.32], [-0.50, 1.01, -0.21], [0.15, -0.07, -0.07], [-0.01, -0.23, 0.24], [-0.04, -0.35, -0.83], [-0.36, -0.07, -0.26], [-0.20, 0.07, -0.93], [-0.47, -0.20, -0.23], [0.26, -0.06, -0.09], [-0.27, 0.49, -0.26], [-0.04, 0.46, -1.97], [0.12, 0.48, 1.36], [-0.59, -0.51, -1.34], [1.07, 0.41, 0.71], [0.26, -0.09, 0.90], [-0.38, -0.50, -0.22], [0.32, -0.28, 0.43], [-0.29, -0.04, -0.01], [-0.03, -0.05, 0.20], [0.28, 0.22, -0.10], [-0.53, 0.02, -0.63], [0.33, -0.56, -0.11], [0.29, 1.68, 0.32], [-0.02, -1.00, 0.41], [-0.23, 0.08, -0.20], [0.05, -0.13, 0.58], [-0.11, -0.28, -0.02], [-0.03, 0.07, -0.31], [0.05, -0.11, 0.10], [-0.94, -0.93, 0.62], [0.68, 0.46, 0.75], [0.76, 0.38, -0.32], [-3.30, -0.63, 0.01], [1.64, 0.86, -0.69], [-0.22, -0.10, -0.22], [-0.12, -0.12, -0.22], [0.32, -0.23, -0.15], [0.51, 0.31, -0.24], [0.26, -0.18, 0.19], [-0.12, 0.80, 0.88], [0.78, -1.07, -2.74], [-1.02, 0.18, 0.71], [2.87, 0.06, 1.27], [-2.40, 0.89, -0.12], [-0.35, 0.11, -0.02], [-0.20, -0.22, 0.22], [0.13, -0.55, -0.35], [0.37, 0.19, 0.07], [-0.12, -0.45, 0.23], [0.05, 0.60, 0.00], [0.47, 0.54, 0.00], [0.15, 1.31, -0.26], [-0.68, -1.02, 0.14], [-0.66, -1.33, 0.03], [-0.24, 0.19, 0.11], [0.06, -0.23, 0.05], [0.00, -0.05, -0.10], [0.11, 0.12, 0.25], [-0.10, 0.06, 0.25]]
}